[1]
Entry from the Open Molecules 2025 dataset: the ion C47H48N2O2P with charge +1 (ωB97M-V with the def2-TZVPD basis set).

Output
Kohn-Sham gap (hartree): 0.2387
Total charge: +1
Calculated total energy (Eh): -2420.8849

CARTESIAN COORDINATES (ANGSTROEM)
C  -6.42988  -2.50078  3.61251
N  -5.71863  -1.26098  3.38017
C  -6.40205  -0.03896  3.75771
C  -4.44344  -1.24225  2.89784
C  -3.77859  -0.00922  2.65530
C  -2.49015  0.00771  2.13267
C  -1.77058  -1.17906  1.91530
C  -0.35516  -1.09930  1.45063
C  -0.10995  -0.06454  0.56338
C  1.20825  0.37179  -0.02932
C  2.19498  0.82292  1.08526
C  3.55728  0.84837  0.81524
C  4.43387  1.43526  1.73614
C  3.93904  2.00154  2.91921
C  2.57481  1.92547  3.21066
C  1.71615  1.30623  2.29805
C  0.55915  -2.18181  1.91031
C  1.66273  -2.68180  1.18289
C  2.29416  -3.86448  1.56162
C  1.87507  -4.62956  2.68440
N  2.33558  -5.90691  2.89225
C  1.89503  -6.73815  3.99832
C  3.08175  -6.61895  1.86999
C  0.91056  -4.01224  3.52786
C  0.27530  -2.84366  3.13712
C  -2.43420  -2.40298  2.17039
C  -3.73636  -2.44166  2.63711
H  -6.00306  -3.07787  4.44428
H  -7.46150  -2.24027  3.86630
H  -6.42726  -3.13095  2.71362
H  -6.37061  0.69627  2.93961
H  -7.44561  -0.28869  3.96761
H  -5.96587  0.42384  4.65830
H  -4.24568  0.93138  2.91682
H  -1.99663  0.97453  1.98153
H  -0.98164  0.49276  0.18226
H  1.63961  -0.52802  -0.46205
H  3.92685  0.40679  -0.11771
H  5.51016  1.41778  1.54755
H  4.61122  2.50302  3.63190
H  2.15199  2.31052  4.14345
H  0.65869  1.17183  2.51258
H  1.99538  -2.18969  0.26324
H  3.10752  -4.24763  0.94805
H  2.15055  -6.30078  4.97018
H  0.80562  -6.90369  3.97693
H  2.38711  -7.71362  3.91526
H  2.45782  -6.83158  0.99002
H  3.94885  -6.04177  1.53626
H  3.43525  -7.56915  2.28298
H  0.62577  -4.48691  4.46837
H  -0.50082  -2.45190  3.79579
H  -1.91247  -3.33948  1.98985
H  -4.22355  -3.40493  2.80443
C  1.60298  5.21396  1.92581
C  0.66349  4.71017  0.87620
O  1.27822  3.47162  0.40653
C  0.46231  2.72463  -0.35887
C  1.15947  1.53817  -1.03987
P  0.53673  1.63722  -2.80875
C  -1.17294  1.10189  -2.85166
C  -2.19356  1.86615  -3.43591
C  -3.50551  1.38839  -3.44623
C  -3.81104  0.14973  -2.87501
C  -2.79145  -0.61936  -2.30769
C  -1.47216  -0.16447  -2.32373
C  0.57813  3.18344  -3.78627
C  0.25521  3.10990  -5.16095
C  0.30277  4.23805  -5.97902
C  0.67720  5.47708  -5.44585
C  0.98848  5.56288  -4.08118
C  0.94548  4.43173  -3.25515
C  1.56272  0.54793  -3.83394
C  1.03416  -0.58978  -4.45896
C  1.82494  -1.33677  -5.33646
C  3.13041  -0.92695  -5.63214
C  3.63759  0.24133  -5.05604
C  2.86136  0.98332  -4.16853
O  -0.73257  2.96045  -0.46370
H  1.32624  6.20783  2.26901
H  1.57766  4.52819  2.77173
H  2.62089  5.24719  1.53598
H  -0.34141  4.51978  1.25963
H  0.60390  5.37206  0.00644
H  2.21023  1.78818  -1.23328
H  -1.95145  2.82358  -3.89641
H  -4.28522  1.99990  -3.90167
H  -4.84499  -0.20664  -2.87172
H  -3.01271  -1.59067  -1.86062
H  -0.67421  -0.80189  -1.93276
H  -0.03460  2.15630  -5.60690
H  0.04779  4.15080  -7.03791
H  0.71318  6.36374  -6.09169
H  1.27025  6.53115  -3.66518
H  1.20818  4.52984  -2.20035
H  -0.01040  -0.86474  -4.29201
H  1.40641  -2.23437  -5.79049
H  3.74219  -1.52108  -6.31306
H  4.64510  0.58137  -5.31389
H  3.23806  1.93504  -3.77790

Atomic partial charges in e from the Löwdin method, atoms 1 to 99: C -0.065; N -0.199; C -0.064; C -0.231; C -0.013; C -0.034; C -0.200; C -0.119; C -0.059; C -0.228; C -0.202; C -0.041; C -0.065; C -0.076; C -0.073; C -0.029; C -0.164; C -0.017; C -0.018; C -0.220; N -0.191; C -0.064; C -0.065; C -0.010; C -0.043; C -0.043; C -0.015; H 0.095; H 0.081; H 0.090; H 0.087; H 0.081; H 0.098; H 0.091; H 0.112; H 0.098; H 0.114; H 0.122; H 0.107; H 0.112; H 0.113; H 0.118; H 0.100; H 0.093; H 0.091; H 0.094; H 0.081; H 0.098; H 0.080; H 0.083; H 0.103; H 0.121; H 0.117; H 0.099; C -0.056; C -0.189; O -0.010; C -0.504; C -0.180; P 1.192; C -0.308; C -0.056; C -0.053; C -0.050; C -0.047; C -0.099; C -0.289; C -0.084; C -0.055; C -0.051; C -0.055; C -0.050; C -0.300; C -0.065; C -0.056; C -0.055; C -0.063; C -0.077; O 0.105; H 0.086; H 0.069; H 0.089; H 0.129; H 0.122; H 0.120; H 0.105; H 0.114; H 0.116; H 0.119; H 0.115; H 0.122; H 0.118; H 0.119; H 0.114; H 0.099; H 0.104; H 0.114; H 0.116; H 0.117

***

[2]
Entry from the Open Molecules 2025 dataset: a cluster of 8 separate species, C47H49BF7O3P2 in total (ωB97M-V with the def2-TZVPD basis set).

Output
Kohn-Sham gap (hartree): 0.2153
Total charge: -1
Calculated total energy (Eh): -3452.8092

CARTESIAN COORDINATES (ANGSTROEM)
C  0.02513  0.14271  1.15465
P  0.28073  -0.63853  -0.52346
C  0.56665  -2.42559  -0.11839
B  -1.39296  -0.62138  -1.59536
O  -1.92294  0.73788  -1.86393
C  -2.94570  0.93159  -0.91918
C  -3.61575  -0.44695  -0.80039
P  -4.43868  -0.72984  0.83200
C  -4.57379  -2.54282  0.77287
O  -3.14350  -0.68325  1.87362
O  -2.59691  -1.37046  -1.07963
H  -0.60866  1.02483  1.06638
H  -0.40937  -0.54636  1.88181
H  0.99310  0.46318  1.55117
H  1.36559  -2.80270  -0.75527
H  -0.32487  -3.04698  -0.22775
H  0.90899  -2.49871  0.91754
H  -1.01509  -1.13875  -2.63771
H  -3.62637  1.72246  -1.24602
H  -2.52022  1.23957  0.04918
H  -4.40722  -0.50385  -1.56903
H  -5.56017  -2.82450  0.39998
H  -3.78730  -2.93982  0.12852
H  -4.46229  -2.95642  1.77648
H  -3.09647  0.17942  2.29044
F  -4.99864  -5.05282  3.39507
C  -4.18370  -6.02912  2.94653
C  -3.79270  -6.01645  1.62275
C  -2.95961  -7.02981  1.17192
C  -2.52037  -8.01687  2.04402
C  -2.92069  -7.99923  3.37323
C  -3.76876  -7.00271  3.83353
H  -4.13620  -5.22802  0.96702
H  -2.63610  -7.03170  0.13949
H  -1.86004  -8.79612  1.68624
H  -2.57035  -8.76094  4.05603
H  -4.09450  -6.96336  4.86434
F  0.99518  -1.42427  -4.37542
C  0.59939  -0.71022  -5.43656
C  1.51888  -0.44632  -6.43526
C  1.11465  0.29120  -7.53899
C  -0.18996  0.75494  -7.63049
C  -1.09217  0.47867  -6.61038
C  -0.70772  -0.25883  -5.50007
H  2.53201  -0.81268  -6.33678
H  1.82441  0.50533  -8.32821
H  -0.50114  1.33361  -8.49089
H  -2.10806  0.84752  -6.67240
H  -1.38498  -0.46922  -4.68223
F  2.44268  4.53281  0.55811
C  1.52978  4.45361  -0.44970
C  1.09921  3.21098  -0.86386
C  0.16602  3.14465  -1.88908
C  -0.30533  4.31240  -2.47780
C  0.15131  5.54908  -2.04345
C  1.08064  5.63002  -1.01388
H  1.47843  2.30909  -0.39882
H  -0.20124  2.17898  -2.21084
H  -1.03339  4.25480  -3.27669
H  -0.21411  6.45553  -2.50703
H  1.45283  6.58023  -0.65308
F  -0.07186  -7.89076  4.83772
C  1.18145  -7.89017  4.33856
C  1.40764  -8.44694  3.09665
C  2.69924  -8.43106  2.59016
C  3.73466  -7.86734  3.32238
C  3.47739  -7.31392  4.56914
C  2.19112  -7.32096  5.08822
H  0.58471  -8.87352  2.54053
H  2.89340  -8.85407  1.61340
H  4.73790  -7.85147  2.91833
H  4.28002  -6.86658  5.14041
H  1.96342  -6.88438  6.05110
F  -0.12828  -1.58290  7.06162
C  -0.63389  -2.43217  6.13557
C  -1.12022  -1.91644  4.95174
C  -1.63819  -2.79327  4.00893
C  -1.65561  -4.15916  4.26301
C  -1.15830  -4.65087  5.46156
C  -0.64053  -3.78382  6.41480
H  -1.08791  -0.84988  4.77242
H  -2.02454  -2.40322  3.07596
H  -2.05185  -4.84019  3.52040
H  -1.17006  -5.71581  5.65793
H  -0.24375  -4.14095  7.35579
F  7.20843  6.31178  -0.44218
C  6.58291  6.47091  0.74474
C  5.32001  5.93941  0.91032
C  4.68842  6.10936  2.13416
C  5.32040  6.80165  3.15936
C  6.59054  7.32574  2.96358
C  7.23576  7.16193  1.74587
H  4.84284  5.40525  0.10028
H  3.70021  5.69710  2.28063
H  4.82207  6.93036  4.11113
H  7.08485  7.86570  3.76093
H  8.22669  7.55751  1.56823
F  -1.76956  6.91761  -4.44653
C  -1.16394  7.94990  -5.06164
C  -0.51028  7.72098  -6.25592
C  0.11603  8.78916  -6.88099
C  0.08404  10.05499  -6.31126
C  -0.57825  10.25456  -5.10792
C  -1.21106  9.19674  -4.47072
H  -0.49201  6.72374  -6.67388
H  0.63458  8.62874  -7.81706
H  0.57773  10.88291  -6.80243
H  -0.60110  11.23834  -4.65772
H  -1.73291  9.32598  -3.53225

Atomic partial charges in e from the Löwdin method, atoms 1 to 99: C -0.345; P 0.893; C -0.339; B -0.866; O -0.128; C -0.241; C -0.503; P 0.884; C -0.288; O -0.345; O -0.124; H 0.007; H -0.002; H 0.008; H 0.005; H 0.021; H 0.016; H 0.055; H 0.117; H 0.089; H 0.113; H 0.034; H 0.036; H 0.018; H 0.036; F 0.058; C -0.310; C -0.012; C -0.069; C -0.101; C -0.092; C -0.028; H 0.100; H 0.108; H 0.092; H 0.100; H 0.120; F 0.062; C -0.281; C -0.024; C -0.105; C -0.116; C -0.085; C 0.003; H 0.112; H 0.096; H 0.091; H 0.101; H 0.103; F 0.023; C -0.278; C -0.005; C -0.051; C -0.081; C -0.094; C -0.033; H 0.095; H 0.091; H 0.099; H 0.082; H 0.109; F 0.044; C -0.280; C -0.013; C -0.082; C -0.097; C -0.083; C -0.015; H 0.105; H 0.104; H 0.100; H 0.104; H 0.116; F 0.039; C -0.289; C -0.008; C -0.056; C -0.072; C -0.082; C -0.028; H 0.117; H 0.083; H 0.085; H 0.089; H 0.110; F 0.049; C -0.286; C -0.007; C -0.075; C -0.098; C -0.096; C -0.028; H 0.114; H 0.096; H 0.098; H 0.099; H 0.112; F 0.056; C -0.291